(1)
43
Properties=species:S:1:pos:R:3:forces:R:3 method="wB97M-V/def2-TZVPD" e_homo_ev=-3.628 e_lumo_ev=1.703 total_charge=-1 orbital_gap_ev=5.3313 multiplicity=1
C 3.63678 2.03090 0.26800 0.255 -0.444 -0.016
C 2.23612 1.19693 0.64316 1.225 0.962 -0.317
C 2.35473 0.82810 2.23565 -0.287 0.733 0.369
C 2.19937 -0.08705 -0.37302 0.699 -0.273 -0.590
C 1.94521 0.34086 -1.96985 -0.797 -0.177 1.035
C 1.19358 -1.30256 0.06399 0.954 -0.769 0.477
O 0.01937 -0.89985 0.85015 0.750 -0.461 -3.678
C -0.88924 -0.01980 0.09963 -2.295 2.049 1.230
O -1.03224 1.12430 1.06103 0.951 -2.214 -2.883
B -1.66575 0.40822 2.22399 -1.252 1.463 -0.466
O -2.62604 -0.56684 1.59717 -0.579 -0.177 -2.707
C -2.50612 -0.44840 0.10597 2.690 -1.535 2.866
P -3.76441 0.74868 -0.69655 -1.679 -0.033 -0.471
C -3.01210 1.71154 -2.17334 1.344 1.262 -0.391
C -4.36715 2.10392 0.51639 1.758 1.037 1.280
H 3.73448 3.04275 0.85077 -0.402 -1.866 -1.086
H 4.57846 1.37630 0.59901 -1.998 1.305 -0.848
H 3.71060 2.24853 -0.89385 -0.135 -0.414 2.394
H 1.36183 1.98579 0.44736 1.584 -2.232 0.487
H 1.81052 1.70136 2.84013 1.075 -2.078 -1.267
H 1.87645 -0.19433 2.54508 0.748 2.099 -0.742
H 3.48117 0.85027 2.58340 -2.104 -0.174 -0.806
H 3.30085 -0.54654 -0.36643 -2.287 0.827 0.203
H 1.05107 -0.34819 -2.33777 1.928 1.656 0.473
H 1.60564 1.47230 -1.95331 0.731 -2.300 -0.467
H 2.88255 0.14143 -2.64742 -1.834 0.604 1.365
H 1.83328 -2.02828 0.76371 -1.596 1.617 -1.282
H 0.91991 -1.97584 -0.88340 0.421 1.554 1.841
H -0.67745 0.22811 -1.02439 0.710 -0.178 2.294
H -0.96650 0.01871 3.08466 0.916 -1.120 0.350
H -2.26312 1.28365 2.75815 -0.887 0.904 0.575
H -2.73581 -1.51223 -0.35219 0.455 2.025 0.800
H -3.08627 1.14454 -3.19585 -0.014 0.944 2.072
H -3.52310 2.78257 -2.30066 0.939 -2.424 0.370
H -1.87965 1.91912 -1.96382 -1.933 -0.195 -0.515
H -4.55670 1.60632 1.57564 0.274 0.969 -2.364
H -5.28860 2.71983 0.12677 1.752 -1.532 0.606
H -3.44873 2.84622 0.68849 -2.045 -1.368 -0.196
C 0.44760 -5.67907 -1.03268 -0.234 -0.034 0.185
Br 1.60252 -5.01510 0.38490 -0.292 -0.213 -0.426
Br -0.83827 -4.33694 -1.60699 0.385 -0.354 0.163
Br 1.47086 -6.38764 -2.52774 -0.180 0.170 0.292
H -0.12570 -6.51262 -0.61397 0.283 0.384 -0.209

---

(2)
49
Properties=species:S:1:pos:R:3:forces:R:3 method="wB97M-V/def2-TZVPD" e_homo_ev=-9.101 e_lumo_ev=-0.387 smiles="CC[C@H](Cl)N(CCN(CC)C(C)=O)S(=O)(=O)F.C[N+](=O)[O-].C[N+](=O)[O-]" orbital_gap_ev=8.7131 multiplicity=1
C -2.85461 -0.97347 -0.37369 0.014 0.114 -0.186
C -2.79838 0.55378 -0.90181 -1.610 -0.592 0.316
C -2.53038 1.53824 0.33093 -0.368 -1.484 0.124
Cl -4.07516 2.46768 0.77469 1.417 -0.576 -0.198
N -1.34589 2.42872 0.19229 -1.280 0.933 -0.841
C -0.08137 1.68901 -0.11522 1.574 0.492 -0.466
C 1.11906 2.47224 0.64058 -0.598 0.291 -0.508
N 2.11594 1.58857 1.29212 -2.529 -0.258 0.560
C 2.57910 0.47369 0.41536 1.662 -0.720 -0.269
C 2.03627 -0.97954 0.81708 0.643 -0.003 0.099
C 1.72442 1.15457 2.62464 2.864 -0.766 1.983
C 0.26678 1.20493 3.24779 -0.078 0.319 0.029
O 2.64878 0.73604 3.37520 -2.973 0.864 -2.268
S -1.61383 3.75713 -0.85028 1.631 1.742 -5.264
O -2.66760 3.54280 -1.88377 1.448 0.409 3.905
O -0.35006 4.17949 -1.56444 -2.902 -1.261 3.514
F -1.98663 5.04368 0.17319 0.382 -2.800 -1.546
H -3.89989 -1.25079 0.01271 1.573 0.562 -0.536
H -2.59945 -1.72423 -1.19441 -0.349 1.163 1.097
H -2.13383 -1.14648 0.49267 -0.818 0.255 -1.161
H -2.10141 0.69961 -1.78439 -0.653 -0.078 1.326
H -3.86655 0.77803 -1.26106 1.779 -0.138 0.245
H -2.32287 0.86928 1.24057 -0.238 1.240 -1.223
H -0.18236 0.60181 0.21388 -0.063 1.608 -0.267
H 0.16693 1.70011 -1.23350 -0.619 -0.191 1.518
H 1.61758 3.17198 -0.12244 -0.571 -1.221 1.146
H 0.63302 3.15803 1.40876 0.743 -0.956 -0.843
H 2.42255 0.72527 -0.69738 -0.180 -0.270 2.269
H 3.72400 0.42406 0.53760 -1.620 -0.034 -0.244
H 0.94008 -1.01094 1.11340 1.254 0.134 -0.419
H 2.65824 -1.34147 1.70712 -1.051 0.442 -1.189
H 2.20129 -1.70380 -0.04294 -0.255 0.936 1.009
H 0.06462 0.23521 3.82793 0.527 1.372 -1.050
H -0.57071 1.40148 2.50954 1.093 -0.272 0.841
H 0.23839 2.04014 4.02103 0.116 -0.990 -1.012
C 3.51863 -1.00362 -4.04904 0.310 0.103 -0.189
N 2.53655 -0.58047 -3.01763 -0.084 0.027 0.020
O 2.63657 0.55328 -2.57857 -0.157 -0.387 -0.577
O 1.70008 -1.39947 -2.68454 0.231 0.398 -0.020
H 4.19836 -0.17731 -4.24548 -0.151 -0.055 0.102
H 4.05897 -1.86292 -3.65470 -0.163 0.003 -0.071
H 2.95986 -1.26564 -4.94612 0.017 -0.094 0.152
C -1.12729 -5.11890 1.13934 0.170 -0.129 0.290
N -2.07113 -4.11939 0.57539 -0.146 0.128 0.050
O -2.65763 -3.39593 1.36237 0.139 -0.336 -0.353
O -2.18869 -4.09765 -0.63635 -0.020 -0.023 0.441
H -1.12394 -5.02507 2.22313 -0.072 0.066 -0.160
H -1.47569 -6.10563 0.83817 0.093 0.121 -0.096
H -0.14070 -4.90615 0.73027 -0.131 -0.086 -0.078

---

(3)
43
Properties=species:S:1:pos:R:3:forces:R:3 method="wB97M-V/def2-TZVPD" e_homo_ev=-12.363 e_lumo_ev=-4.242 total_charge=+1 orbital_gap_ev=8.1216 multiplicity=1
C 3.15705 -1.04571 -1.30977 0.058 -0.870 -0.102
C 2.29619 -2.40102 -1.75427 0.287 -0.500 0.743
C 0.91936 -2.47741 -0.80907 2.291 0.447 0.700
O -0.29510 -2.74837 -1.64640 0.362 4.675 -1.248
C -0.55396 -1.45993 -2.30766 0.075 0.721 -2.384
C -0.25978 -0.90825 -3.82331 -0.884 -0.601 3.923
Cl 0.50826 -1.89968 -5.22461 -1.607 2.220 2.832
N -0.72338 0.54850 -3.89094 -0.575 -4.696 6.311
C -1.28422 0.77312 -2.49249 -0.715 0.952 -1.414
C -1.90147 2.29992 -2.21684 0.371 -0.159 0.276
C -0.63834 3.13912 -1.51179 0.016 -1.531 -0.596
N -1.23552 -0.35253 -1.48060 1.108 2.056 -8.733
P -1.81690 -0.43407 0.21273 -1.019 -0.339 3.821
N -3.26418 -1.53291 0.28763 0.689 2.378 -1.323
O -2.37408 1.13273 0.77416 -0.709 -2.136 -1.216
H 4.30577 -1.12138 -1.61558 -2.598 0.031 0.763
H 2.72839 -0.10166 -1.86030 0.659 -1.764 1.304
H 3.05492 -0.97936 -0.12691 0.410 0.226 -2.595
H 2.05269 -2.42120 -2.89871 0.272 0.153 2.271
H 2.90553 -3.40330 -1.53446 -1.187 2.360 -0.481
H 1.03418 -3.28904 0.05402 -0.637 1.509 -2.253
H 0.85438 -1.43644 -0.24754 -0.270 -2.091 -1.229
H -0.66673 1.22276 -4.69411 -0.165 -0.914 1.318
H -2.24791 2.81580 -3.23226 0.968 -1.453 2.049
H -2.85909 2.27854 -1.52392 2.231 -0.291 -1.358
H -0.97596 4.15713 -1.04340 0.736 -2.121 -0.996
H -0.17928 2.37955 -0.72355 -0.962 2.027 -1.339
H 0.17036 3.24057 -2.36437 -1.593 0.205 1.868
H -3.90948 -1.34767 -0.51584 0.398 -0.383 1.043
H -3.76948 -1.39580 1.19763 0.697 -0.163 -1.101
H -3.31839 1.07710 1.10607 1.351 0.086 -0.768
C 0.73600 -0.59644 4.68941 0.224 -0.174 0.249
C 1.23947 0.60326 3.90275 -0.653 -0.196 -0.003
C 0.15185 1.65247 3.73562 0.065 0.361 0.024
O 1.68243 0.17356 2.61809 0.171 -0.092 -0.446
H -0.09838 -1.08259 4.17150 -0.043 0.150 0.014
H 1.52558 -1.34859 4.79128 -0.080 0.168 0.033
H 0.40228 -0.30121 5.68908 0.011 -0.078 -0.118
H 2.10089 1.04458 4.41578 -0.011 -0.118 -0.272
H -0.70326 1.24610 3.18386 0.024 -0.100 0.111
H 0.52470 2.50442 3.15703 0.002 -0.094 0.143
H -0.19937 2.01510 4.70670 0.002 -0.026 -0.133
H 0.92401 -0.21982 2.15535 0.230 0.163 0.311

---

(4)
43
Properties=species:S:1:pos:R:3:forces:R:3 method="wB97M-V/def2-TZVPD" e_homo_ev="-15.224 / -15.292" e_lumo_ev="-7.685 / -7.573" total_charge=+2 orbital_gap_ev="7.5395 / 7.7183" s_squared=8.761 multiplicity=6
C -0.20035 0.18800 -4.17063 -1.386 -0.070 -1.455
C 0.69702 0.22127 -3.12487 4.078 0.241 5.050
H 0.30207 0.12096 -5.14328 0.187 0.110 0.097
H -0.81106 1.11908 -4.09479 0.205 -0.597 -0.082
H -0.83710 -0.70980 -4.01341 0.156 0.523 -0.091
O 1.48017 0.27397 -2.26958 -3.272 -0.271 -4.003
Cl -1.70708 -0.14810 -1.59572 -0.412 0.252 0.554
Sm -1.22204 -0.08242 1.12216 -0.404 -0.341 -0.690
P -0.15483 2.51916 -0.14314 -0.085 1.072 0.383
C 1.41910 3.30134 0.31935 0.288 -0.145 0.199
C -0.33727 3.20789 -1.83031 -0.297 -0.317 -0.275
H -0.40708 4.30574 -1.76349 0.066 -0.410 -0.075
H -1.08717 4.62981 0.58883 -0.164 -0.103 0.088
H -1.24974 2.80814 -2.29193 0.140 0.226 0.080
H -2.35198 3.37810 0.39046 0.004 0.172 0.089
H 2.18152 3.01509 -0.41469 -0.011 0.101 0.217
H 0.52524 2.94574 -2.45808 -0.127 0.155 0.177
C -1.34392 3.58102 0.76511 -0.090 -0.284 -0.049
H 1.31528 4.39520 0.33140 0.049 -0.315 -0.044
H -1.30878 3.36666 1.83815 0.019 0.099 -0.098
H 1.73716 2.95570 1.30989 0.011 0.186 -0.174
P 0.06105 -2.44663 -0.30680 0.214 -1.199 0.378
C 1.63906 -3.23541 0.13492 0.273 0.233 0.336
C -1.11496 -3.62781 0.46508 -0.143 0.232 -0.070
H -0.87075 -2.71385 -2.55509 0.047 -0.189 0.068
H 0.03740 -4.15220 -1.99424 0.038 0.312 -0.111
H 0.91049 -2.71756 -2.59477 -0.061 -0.094 0.162
C 0.02912 -3.05418 -2.03571 -0.373 0.383 -0.276
H -2.13262 -3.37382 0.14291 0.069 -0.239 0.067
H -0.85127 -4.63018 0.10766 -0.239 0.114 0.185
H 1.57075 -4.31489 -0.05780 0.111 0.297 0.080
H 1.87981 -3.05926 1.18870 0.036 -0.144 -0.152
H -1.06403 -3.59113 1.56103 0.048 -0.021 -0.255
H 2.43322 -2.79959 -0.48232 -0.021 -0.158 0.162
C 1.17357 0.10992 0.74403 5.162 0.782 0.198
O 2.31698 0.28999 0.66535 -4.098 -0.812 0.103
C -0.20914 -0.34338 5.17607 -0.167 -0.313 -0.151
C -0.58476 -0.27085 3.72794 -0.052 0.165 0.058
O -0.61459 0.88888 3.14864 -0.076 -1.099 -0.361
O -0.89599 -1.33240 3.05324 0.279 1.243 -0.135
H -0.83541 0.38449 5.71032 0.248 -0.226 -0.032
H 0.84258 -0.03775 5.29000 -0.346 -0.074 -0.028
H -0.35970 -1.36494 5.55940 0.096 0.524 -0.125

---

no.,E (eV)
1,-238027.1073
2,-58155.2109
3,-44206.1893
4,-68977.3743